Molecular formula: C3H14O4
Method: DFT, ωB97M-V with the def2-TZVPD basis set

```
21
Properties=species:S:1:pos:R:3:forces:R:3:nbo_charge:R:1
C 1.746 -1.822 1.110 1.75 -0.26 -0.33 -0.618
H 0.731 2.981 0.626 0.51 -0.26 0.24 0.485
H 1.814 -1.166 1.977 -0.44 -0.40 0.23 0.222
O -1.098 2.451 1.060 -1.55 -0.10 -0.28 -0.984
H 0.639 2.127 -0.510 0.29 -0.26 -0.20 0.454
H -0.783 -1.907 0.127 0.79 0.17 -0.26 0.161
H 2.792 -2.133 0.910 -0.27 0.43 0.17 0.208
H -0.221 0.067 -1.683 -0.06 -0.17 -0.03 0.467
O -2.936 0.831 -0.682 -0.53 0.19 0.18 -0.958
O 1.326 2.421 0.100 -0.21 0.44 -0.29 -0.942
H -1.481 3.230 1.482 -0.02 -0.13 0.02 0.470
H 1.322 -2.811 1.297 -0.76 0.44 0.18 0.210
H 1.293 0.037 0.071 -0.83 -0.49 0.18 0.244
C -0.059 -1.623 -0.679 -1.19 0.49 0.72 -0.052
H -1.862 2.048 0.566 0.89 0.24 0.36 0.512
H -2.840 -0.098 -0.449 0.26 0.09 0.07 0.488
H -2.947 0.797 -1.643 0.10 0.14 -0.03 0.481
C 1.242 -1.051 -0.117 0.67 -0.43 -0.48 -0.466
H 2.023 -1.163 -0.881 -0.25 -0.10 -0.19 0.197
H 0.118 -2.568 -1.237 0.03 0.70 -0.05 0.169
O -0.820 -0.649 -1.445 0.81 -0.74 -0.20 -0.748
```
Forces are in eV/Å.

E_HOMO, eV: -10.352
Kohn-Sham gap, Eh: 0.4015
Spin multiplicity: 1
SMILES: CCCO.O.O.O